Entry from OMol25: a 3-piece molecular cluster, C3H13NO2 overall at a distorted geometry (ωB97M-V/def2-TZVPD).

Last column: natural (NBO) charge in e.
Positions of all 19 atoms, in Å:
C 2.675 -0.116 -1.060  -0.6072
C 1.382 0.611 -0.588  -0.4042
C 0.920 0.199 0.788  -0.2253
N -0.257 1.032 1.140  -0.8514
H 2.461 -1.110 -1.447  0.2092
H 3.224 0.525 -1.742  0.2116
H 3.309 -0.249 -0.189  0.1983
H 0.587 0.341 -1.283  0.1988
H 1.518 1.680 -0.726  0.1975
H 0.629 -0.843 0.780  0.2085
H 1.655 0.370 1.575  0.1664
H 0.044 1.994 1.225  0.3557
H -0.563 0.802 2.082  0.3568
O -2.767 0.627 -0.458  -0.9664
H -3.578 0.366 -0.010  0.4607
H -2.055 0.402 0.175  0.4909
O -1.334 -2.091 0.153  -0.9479
H -2.217 -2.428 -0.042  0.4726
H -1.258 -1.341 -0.452  0.4754

Properties
charge: 0
HOMO-LUMO gap: 10.58 eV
energy above the lowest of the compared OMol25 structures with the same formula, charge and spin: 50.7 kJ/mol
LUMO level: 0.8 eV
SMILES: CCCN.O.O
multiplicity: 1
E_HOMO: -0.358 hartree

Entry from OMol25: C34H16BrF4IrN4O11PS5 as an isolated structure at a distorted geometry (ωB97M-V/def2-TZVPD).

Last column: Löwdin spin population.
Positions of all 77 atoms, in Å:
Ir -0.136 -1.018 -0.369  0.0544
S 5.956 -4.735 -0.962  0.1167
C 4.531 -3.966 -0.937  -0.0017
S 3.098 -4.625 -0.191  0.0060
C 2.056 -3.277 -0.507  0.1402
C 2.629 -2.207 -1.184  0.1461
S 1.766 -0.790 -1.542  0.2310
S 4.287 -2.391 -1.648  0.0110
S 0.443 -3.230 -0.013  0.2459
F -4.467 5.812 -0.513  0.0000
C -3.667 4.779 -0.294  0.0000
C -2.749 4.809 0.736  0.0000
F -2.660 5.876 1.521  0.0000
C -1.929 3.716 0.952  0.0002
F -1.101 3.817 1.996  0.0001
C -1.964 2.564 0.168  0.0013
P -0.775 1.190 0.621  0.0051
C 0.722 2.200 0.807  0.0012
C 1.522 2.201 1.945  0.0000
C 2.641 3.019 2.001  0.0000
C 2.982 3.813 0.916  -0.0002
C 2.210 3.780 -0.236  0.0001
C 1.083 2.977 -0.291  0.0004
C -1.515 0.747 2.222  -0.0002
C -2.373 -0.347 2.214  0.0001
C -3.014 -0.750 3.374  0.0001
C -2.807 -0.053 4.555  0.0000
C -1.972 1.054 4.563  0.0001
C -1.332 1.463 3.402  -0.0002
C -2.924 2.557 -0.845  0.0000
Br -3.229 1.071 -1.943  0.0011
C -3.753 3.643 -1.076  0.0000
F -4.664 3.616 -2.045  0.0000
H 1.285 1.562 2.783  0.0000
H 3.255 3.023 2.892  0.0000
H 3.864 4.438 0.957  0.0000
H 2.490 4.374 -1.095  0.0000
H 0.480 2.960 -1.194  0.0000
H -2.556 -0.904 1.304  0.0000
H -3.669 -1.610 3.350  0.0000
H -3.300 -0.368 5.465  0.0000
H -1.815 1.610 5.478  0.0000
H -0.706 2.342 3.430  0.0000
O 1.127 -1.818 3.350  0.0014
C 1.531 -1.318 2.325  0.0039
O 0.729 -0.711 1.474  0.0094
C 3.019 -1.289 2.064  0.0005
C 3.790 -2.282 2.664  0.0014
C 5.167 -2.317 2.495  0.0000
C 5.795 -1.346 1.735  0.0016
C 5.014 -0.360 1.156  0.0001
C 3.639 -0.306 1.304  0.0042
N 5.674 0.650 0.312  0.0001
O 6.855 0.498 0.072  0.0001
O 4.987 1.546 -0.134  0.0005
H 3.286 -3.022 3.272  0.0002
H 5.751 -3.101 2.957  0.0000
H 6.862 -1.348 1.570  0.0001
H 3.077 0.488 0.839  0.0035
O -6.062 -3.627 -4.892  0.0000
N -5.114 -3.092 -5.432  0.0000
O -4.993 -2.926 -6.628  0.0000
C -4.031 -2.615 -4.574  -0.0001
C -4.136 -2.755 -3.214  0.0000
C -3.099 -2.322 -2.405  0.0003
C -1.908 -1.697 -2.910  0.0007
O -0.909 -1.285 -2.259  0.0080
C -1.914 -1.548 -4.342  0.0000
C -2.918 -2.015 -5.147  -0.0001
N -0.812 -0.852 -5.029  0.0002
O -0.610 -1.165 -6.187  0.0011
O -0.163 -0.035 -4.413  0.0017
N -3.294 -2.500 -0.986  0.0001
O -4.393 -2.771 -0.566  0.0007
O -2.312 -2.398 -0.245  0.0015
H -5.012 -3.207 -2.773  0.0000
H -2.849 -1.894 -6.218  0.0000

Properties
charge: 0
HOMO-LUMO gap (spin up / spin down): 6.46 / 6.04 eV
energy above the lowest of the compared OMol25 structures with the same formula, charge and spin: 234.6 kJ/mol
LUMO level (spin up / spin down): -2.0 / -3.1 eV
multiplicity: 2
E_HOMO (spin up / spin down): -0.310 / -0.335 hartree

Entry from OMol25: C10H4ClIrNO5 as an isolated structure at a distorted geometry (ωB97M-V/def2-TZVPD).

Last column: Löwdin spin population.
Positions of all 22 atoms, in Å:
O -1.448 2.663 -2.604  0.0077
C -1.039 1.912 -1.870  0.1075
Ir -0.042 0.076 -0.074  0.6811
O -1.640 1.256 2.333  -0.0032
C -1.048 0.826 1.423  0.0051
C 1.046 -0.822 -1.426  0.0065
O 1.706 -1.375 -2.216  -0.0016
C 1.484 1.199 0.399  0.0067
O 2.406 1.854 0.700  -0.0021
C -1.485 -1.198 -0.402  0.0052
O -2.339 -1.977 -0.581  -0.0035
Cl 4.244 -3.108 2.150  0.3987
C 2.607 -2.692 2.237  0.2690
C 1.762 -3.257 3.186  0.5862
C 0.434 -2.887 3.212  0.5648
C -0.042 -1.964 2.297  0.2571
N 0.788 -1.467 1.439  0.5383
C 2.075 -1.754 1.335  0.5208
H 2.153 -3.977 3.886  0.0155
H -0.256 -3.315 3.948  0.0162
H -1.127 -1.672 2.324  0.0053
H 2.738 -1.295 0.579  0.0186

Properties
charge: +3
HOMO-LUMO gap (spin up / spin down): 6.00 / 7.30 eV
energy above the lowest of the compared OMol25 structures with the same formula, charge and spin: 88.3 kJ/mol
LUMO level (spin up / spin down): -12.6 / -16.1 eV
multiplicity: 5
E_HOMO (spin up / spin down): -0.682 / -0.859 hartree

Entry from OMol25: a 2-piece molecular cluster, H2N2O3Si overall at a distorted geometry (ωB97M-V/def2-TZVPD).

Last column: natural (NBO) charge in e.
Positions of all 8 atoms, in Å:
N -0.746 0.323 2.154  0.1560
N 0.830 0.333 -0.896  0.2145
O -0.741 1.431 1.844  -0.1823
O 0.124 1.122 -1.564  -0.4118
O 2.022 0.394 -0.742  -0.3531
Si -0.315 -0.757 -0.037  0.9491
H -1.294 -0.759 -1.004  -0.1794
H 0.121 -2.086 0.246  -0.1931

Properties
charge: 0
HOMO-LUMO gap (spin up / spin down): 7.68 / 8.01 eV
energy above the lowest of the compared OMol25 structures with the same formula, charge and spin: 245.4 kJ/mol
LUMO level (spin up / spin down): -0.9 / -1.1 eV
multiplicity: 1
E_HOMO (spin up / spin down): -0.316 / -0.334 hartree

Entry from OMol25: C18H21Br45FNO8P2 as an isolated structure at a distorted geometry (ωB97M-V/def2-TZVPD).

Last column: Mulliken charge in e.
Positions of all 96 atoms, in Å:
O 0.409 1.255 3.873  -0.2272
N 0.619 0.399 3.130  0.1467
O 0.802 0.908 1.784  -0.1724
C 0.086 0.145 0.840  0.0877
C -1.164 0.880 0.385  0.2293
O -1.092 1.908 -0.220  -0.4862
O -2.416 0.301 0.629  -0.0665
C -2.945 0.540 1.904  0.8015
F -2.087 0.058 2.877  -0.3235
P -3.204 2.385 2.257  0.3995
O -4.521 2.720 2.821  -0.5267
P -4.491 -0.498 2.073  0.2456
O -5.356 -0.055 3.155  -0.4716
O -5.168 -0.608 0.659  -0.4363
O -3.929 -1.960 2.284  -0.4217
H 0.718 0.065 -0.038  -0.1270
H -0.132 -0.860 1.187  0.4208
H -2.966 3.037 1.040  0.0830
H -2.148 2.686 3.135  0.0622
H -5.513 0.261 0.414  0.3812
H -3.686 -2.021 3.217  0.3262
C 3.466 -1.467 -1.850  -0.4320
Br 4.126 -0.055 -2.974  0.0977
Br 4.033 -1.234 -0.027  0.0704
Br 1.553 -1.645 -1.965  0.1350
H 3.893 -2.391 -2.208  0.2724
C 2.249 -4.716 -4.826  -0.4291
Br 3.495 -3.254 -4.833  0.0056
Br 1.951 -5.401 -3.054  0.0394
Br 0.604 -4.221 -5.685  0.0121
H 2.691 -5.511 -5.406  0.4210
C -3.418 -4.523 -0.577  -0.3983
Br -5.328 -4.493 -0.777  -0.0286
Br -2.569 -5.543 -1.967  -0.0387
Br -2.702 -2.743 -0.457  0.0634
H -3.201 -5.016 0.358  0.3918
C 7.112 -0.718 2.739  -0.3387
Br 5.384 0.064 3.089  -0.0422
Br 7.478 -0.838 0.856  -0.0202
Br 8.507 0.214 3.675  -0.0360
H 7.086 -1.726 3.125  0.3940
C 3.436 4.029 -3.594  -0.3784
Br 3.686 4.030 -1.689  0.0179
Br 3.201 5.810 -4.287  -0.0685
Br 4.864 3.112 -4.494  0.0031
H 2.526 3.484 -3.798  0.4070
C 2.729 4.686 -8.275  -0.1500
Br 1.245 3.744 -7.493  0.0099
Br 4.156 3.491 -8.749  0.0011
Br 2.188 5.764 -9.773  -0.0311
H 3.111 5.358 -7.521  0.1785
C 3.277 -8.874 -2.149  -0.2264
Br 2.790 -8.131 -0.437  0.0008
Br 4.990 -8.229 -2.734  -0.0095
Br 3.196 -10.790 -2.130  -0.0333
H 2.545 -8.525 -2.861  0.2683
C -6.444 1.579 5.963  0.2021
Br -5.418 1.943 7.553  0.0979
Br -7.689 0.139 6.228  -0.0579
Br -7.303 3.167 5.319  -0.0188
H -5.752 1.257 5.195  -0.1845
C 0.055 -2.311 -9.215  0.1562
Br -1.787 -2.112 -9.729  -0.0059
Br 1.119 -3.037 -10.641  -0.0108
Br 0.788 -0.661 -8.555  0.0572
H 0.087 -3.020 -8.402  -0.1885
C 1.999 -11.266 1.885  -0.0342
Br 3.645 -12.252 1.770  -0.0016
Br 0.728 -11.858 0.571  -0.0048
Br 1.262 -11.314 3.660  -0.0341
H 2.230 -10.235 1.660  0.0382
C 0.066 3.874 -12.883  -0.1315
Br -0.181 2.343 -11.750  0.0304
Br 1.521 3.618 -14.113  -0.0043
Br -1.559 4.355 -13.792  -0.0132
H 0.331 4.701 -12.243  0.1036
C -4.729 -0.145 11.407  -0.3085
Br -4.249 1.715 11.372  0.0051
Br -3.449 -1.211 10.444  -0.0171
Br -4.983 -0.788 13.202  -0.0399
H -5.674 -0.242 10.895  0.3377
C -6.287 7.062 6.366  -0.3908
Br -6.179 6.007 7.971  0.0305
Br -5.250 6.291 4.943  0.0097
Br -8.112 7.351 5.829  -0.0176
H -5.861 8.028 6.589  0.3480
C 6.769 6.530 -2.608  0.5633
Br 7.018 6.532 -0.703  -0.0112
Br 6.532 8.310 -3.296  -0.0117
Br 8.195 5.607 -3.511  -0.0076
H 5.858 5.986 -2.810  -0.5460
C -0.611 3.782 10.062  -0.3681
Br -2.362 3.685 9.276  0.0572
Br -0.493 5.201 11.355  -0.0198
Br -0.082 2.091 10.810  -0.0049
H 0.083 4.013 9.269  0.3431

Properties
charge: 0
HOMO-LUMO gap: 8.93 eV
LUMO level: -0.7 eV
multiplicity: 1
E_HOMO: -0.355 hartree

Entry from OMol25: a 2-piece molecular cluster, C4H12 overall at a distorted geometry (ωB97M-V/def2-TZVPD).

Last column: natural (NBO) charge in e.
Positions of all 16 atoms, in Å:
C -0.776 1.990 -0.152  -0.6083
C 0.482 2.847 -0.229  -0.6057
H -1.743 2.436 -0.352  0.2041
H -0.687 1.160 -0.852  0.1998
H -0.896 1.574 0.851  0.2010
H 0.788 3.123 -1.236  0.2027
H 1.307 2.243 0.152  0.2034
H 0.359 3.761 0.343  0.2032
C 0.879 -2.374 0.416  -0.6188
C -0.559 -2.394 -0.016  -0.6219
H 1.552 -2.719 -0.365  0.2076
H 1.155 -1.362 0.719  0.2062
H 1.095 -2.984 1.291  0.2077
H -1.033 -1.428 -0.166  0.2080
H -0.678 -2.880 -0.992  0.2035
H -1.245 -2.994 0.588  0.2076

Properties
charge: 0
HOMO-LUMO gap: 12.80 eV
energy above the lowest of the compared OMol25 structures with the same formula, charge and spin: 26.7 kJ/mol
LUMO level: 1.1 eV
SMILES: CC.CC
multiplicity: 1
E_HOMO: -0.429 hartree

Entry from OMol25: the molecule C5H11NO3 (ωB97M-V/def2-TZVPD).

Last column: natural (NBO) charge in e.
Positions of all 20 atoms, in Å:
C -0.728 -1.727 0.876  -0.6396
C 0.170 -0.490 0.913  0.0891
O 1.519 -0.878 1.115  -0.7364
C 0.042 0.383 -0.361  -0.0242
C -1.289 1.158 -0.357  -0.6233
N 0.202 -0.470 -1.533  -0.8528
C 1.138 1.472 -0.474  0.7956
O 1.207 2.148 -1.470  -0.5915
O 1.944 1.664 0.561  -0.6755
H -1.770 -1.449 0.804  0.2135
H -0.587 -2.296 1.792  0.2276
H -0.456 -2.353 0.032  0.2158
H -0.088 0.116 1.791  0.1857
H 1.780 -1.415 0.356  0.4891
H -1.348 1.772 -1.260  0.2384
H -1.356 1.817 0.514  0.2172
H -2.132 0.460 -0.344  0.2054
H -0.692 -0.898 -1.771  0.3596
H 0.480 0.117 -2.322  0.3917
H 1.963 0.869 1.137  0.5148

Properties
charge: 0
HOMO-LUMO gap: 10.74 eV
energy above the lowest of the compared OMol25 structures with the same formula, charge and spin: 24.9 kJ/mol
LUMO level: 0.7 eV
SMILES: C[C@@H](O)[C@](C)(N)C(=O)O
multiplicity: 1
E_HOMO: -0.367 hartree

Entry from OMol25: C14H24N4O5Sr as an isolated structure at a distorted geometry (ωB97M-V/def2-TZVPD).

Last column: natural (NBO) charge in e.
Positions of all 48 atoms, in Å:
O 2.935 1.090 -1.180  -0.8310
H 3.827 1.295 -1.516  0.5172
Sr 0.966 0.172 -0.100  1.8028
N -1.511 -0.173 -1.316  -0.3843
N 0.734 -0.400 -2.504  -0.4519
O -2.786 -0.242 -0.673  -0.6250
O 1.954 -0.498 -3.208  -0.6277
C -1.562 -0.777 -2.508  0.1078
C -0.289 -0.930 -3.171  0.1011
C -2.835 -1.317 -3.092  -0.6680
C -0.145 -1.605 -4.481  -0.6687
H -3.730 -0.785 -2.728  0.2415
H -2.967 -2.391 -2.851  0.2158
H -2.801 -1.235 -4.193  0.2122
H 0.916 -1.801 -4.644  0.2417
H -0.515 -0.959 -5.292  0.2154
H -0.711 -2.545 -4.518  0.2175
H -2.698 0.377 0.095  0.4860
H 2.575 0.035 -2.658  0.4666
O 0.585 -2.135 0.576  -0.9946
H -0.263 -2.376 1.007  0.5186
H 1.001 -2.963 0.291  0.4988
C 1.931 2.347 -1.200  -0.3402
H 1.813 2.773 -0.171  0.2062
H 0.928 2.141 -1.654  0.2363
H 2.412 3.105 -1.832  0.2336
O -2.328 2.313 0.520  -0.9495
H -2.341 2.442 -0.457  0.4783
H -2.155 3.222 0.812  0.4786
N 2.737 0.772 1.812  -0.9055
C 2.414 0.622 3.198  0.0170
C 3.403 0.688 4.158  -0.2812
C 3.082 0.585 5.510  -0.2300
C 1.766 0.394 5.926  -0.2913
C 0.715 0.291 4.968  0.0299
C -0.634 0.049 5.310  -0.3066
C -1.577 -0.077 4.301  -0.2864
C -1.174 0.042 2.960  -0.0417
N 0.093 0.265 2.585  -0.6794
C 1.045 0.407 3.561  0.1464
H 2.952 1.733 1.564  0.3519
H 3.588 0.258 1.578  0.3693
H 4.454 0.831 3.848  0.1935
H 3.868 0.657 6.274  0.2040
H 1.497 0.305 6.981  0.2015
H -0.888 -0.036 6.367  0.1967
H -2.621 -0.266 4.528  0.2073
H -1.912 -0.037 2.162  0.1695

Properties
charge: 0
HOMO-LUMO gap (spin up / spin down): 4.47 / 3.26 eV
energy above the lowest of the compared OMol25 structures with the same formula, charge and spin: 135.4 kJ/mol
LUMO level (spin up / spin down): -0.6 / -0.6 eV
multiplicity: 1
E_HOMO (spin up / spin down): -0.186 / -0.141 hartree

Number 1: E_tot -327.3226 Eh. Number 2: E_tot -7761.6637 Eh. Number 3: E_tot -1377.5508 Eh. Number 4: E_tot -625.6881 Eh. Number 5: E_tot -117968.1661 Eh. Number 6: E_tot -159.5748 Eh. Number 7: E_tot -477.6160 Eh. Number 8: E_tot -1173.6685 Eh.